Record 1
C4H10BrO2Sr | wB97M-V/def2-TZVPD

Last column: Löwdin charge in e.
Geometry (Å):
Sr: 5.30 1.53 -1.64  1.39
Br: 3.92 -0.97 -0.95  -0.29
C: -0.89 -0.49 2.57  -0.13
O: -0.27 -1.16 1.51  -0.15
C: 0.62 -0.35 0.78  -0.21
C: 0.02 -0.14 -0.68  -0.21
O: -1.16 0.66 -0.73  -0.22
C: -1.73 0.71 -2.09  -0.05
H: -1.43 0.43 2.38  0.09
H: -0.34 -0.44 3.51  0.08
H: -1.64 -1.18 2.96  0.09
H: 1.60 -0.80 0.67  0.03
H: 0.93 0.57 1.28  0.12
H: -0.17 -1.11 -1.13  0.12
H: 0.75 0.35 -1.34  0.09
H: -2.58 1.39 -1.97  0.09
H: -1.93 -0.29 -2.48  0.09
H: -0.99 1.29 -2.65  0.07

Energy relative to the best compared isomer or geometry (same formula, charge and spin), kcal/mol: 11.7
Charge: +1
Multiplicity: 1
HOMO level, eV: -11.416


Record 2
C5H13NO | wB97M-V/def2-TZVPD

Last column: natural (NBO) charge in e.
Geometry (Å):
C: 1.13 -0.23 -0.13  0.67
C: 0.42 0.42 -1.27  -0.49
C: -0.74 1.39 -0.85  -0.41
C: -0.36 -1.62 0.70  -0.96
C: -1.66 0.87 0.24  -0.74
N: 1.38 0.54 0.97  -0.84
O: 2.04 -1.16 -0.51  -0.68
H: 2.24 -1.77 0.22  0.49
H: 0.63 1.22 1.15  0.42
H: 1.99 0.12 1.67  0.39
H: 0.06 -0.38 -1.93  0.23
H: 1.15 1.01 -1.83  0.23
H: -0.26 2.32 -0.50  0.19
H: -1.27 1.64 -1.77  0.21
H: -0.33 -2.21 -0.22  0.20
H: -1.23 -1.87 1.31  0.23
H: 0.41 -2.01 1.38  0.17
H: -1.12 -0.36 0.58  0.28
H: -1.91 1.62 0.98  0.20
H: -2.58 0.46 -0.17  0.20

Energy relative to the best compared isomer or geometry (same formula, charge and spin), kcal/mol: 107.9
Multiplicity: 1
HOMO level, eV: -6.900


Record 3
C36H30As2Cu2F12HgN6O12 | wB97M-V/def2-TZVPD

Last column: Mulliken spin population.
Geometry (Å):
Hg: -3.64 -1.21 0.01  0.00
Cu: -3.25 4.46 -1.45  0.00
Cu: -1.49 0.23 -5.44  0.00
As: -5.22 1.15 -3.10  0.00
F: -4.45 0.22 -1.79  0.00
F: -4.64 2.67 -2.39  0.00
F: -6.05 2.12 -4.32  0.00
F: -5.77 -0.36 -3.89  0.00
F: -6.80 1.29 -2.11  0.00
F: -3.75 1.15 -4.16  0.00
As: -0.81 0.90 -1.76  0.00
F: -1.97 2.23 -2.03  0.00
F: 0.32 1.77 -2.77  0.00
F: 0.28 -0.55 -1.55  0.00
F: -2.07 -0.03 -0.83  0.00
F: -1.47 0.04 -3.21  0.00
F: -0.20 1.61 -0.23  0.00
C: 1.73 -1.81 2.19  0.01
C: 1.98 -0.67 1.42  -0.01
C: 2.13 0.60 2.02  0.02
C: 2.07 0.58 3.44  0.00
C: 1.74 -0.61 4.16  0.00
C: 1.64 -1.84 3.53  0.00
N: 2.20 1.83 4.17  0.00
O: 2.72 1.78 5.30  0.00
O: 1.95 2.95 3.65  0.00
H: 1.67 -2.73 1.63  0.00
H: 2.14 -0.62 0.35  -0.01
H: 2.31 1.61 1.69  0.00
H: 1.41 -0.58 5.19  0.00
H: 1.49 -2.75 4.11  0.00
C: 4.14 3.38 0.10  0.07
C: 3.39 2.46 -0.60  0.18
C: 3.92 1.24 -1.15  0.15
C: 5.34 1.07 -1.12  0.03
C: 6.13 2.02 -0.48  0.21
C: 5.49 3.05 0.28  0.22
N: 5.96 -0.02 -1.92  0.00
O: 7.12 0.11 -2.31  -0.01
O: 5.28 -1.00 -2.13  0.01
H: 3.74 4.27 0.57  0.02
H: 2.34 2.61 -0.76  0.10
H: 3.32 0.64 -1.82  0.00
H: 7.20 1.88 -0.47  0.00
H: 6.25 3.79 0.48  -0.01
C: -5.01 -6.36 -3.33  0.00
C: -4.35 -5.93 -4.47  0.00
C: -3.88 -4.68 -4.59  0.00
C: -3.85 -3.92 -3.38  0.00
C: -4.51 -4.33 -2.18  0.00
C: -5.05 -5.60 -2.18  0.00
N: -3.17 -2.61 -3.29  0.00
O: -3.19 -2.04 -2.16  0.00
O: -2.45 -2.29 -4.30  0.00
H: -5.22 -7.39 -3.09  0.00
H: -4.37 -6.66 -5.27  0.00
H: -3.19 -4.28 -5.31  0.00
H: -4.61 -3.68 -1.33  0.00
H: -5.44 -5.98 -1.24  0.00
C: 2.94 6.74 -2.08  0.00
C: 3.07 6.68 -0.70  0.00
C: 2.09 6.05 -0.02  0.00
C: 1.14 5.27 -0.77  0.00
C: 1.12 5.21 -2.14  0.00
C: 2.08 5.97 -2.83  0.00
N: 0.10 4.43 -0.08  0.00
O: -1.05 4.35 -0.55  0.00
O: 0.35 3.86 0.94  0.00
H: 3.48 7.51 -2.63  0.00
H: 3.74 7.37 -0.21  0.00
H: 2.02 6.13 1.06  0.00
H: 0.33 4.68 -2.66  0.00
H: 2.14 5.99 -3.91  0.00
C: 2.19 -5.16 0.40  0.00
C: 1.46 -5.49 1.54  0.00
C: 0.13 -5.17 1.65  0.00
C: -0.45 -4.36 0.65  0.00
C: 0.32 -4.10 -0.53  0.00
C: 1.68 -4.54 -0.70  0.00
N: -1.90 -4.14 0.80  0.00
O: -2.65 -4.83 1.51  0.00
O: -2.36 -3.18 0.12  0.00
H: 3.23 -5.44 0.38  0.00
H: 1.91 -6.19 2.22  0.00
H: -0.42 -5.56 2.50  0.00
H: -0.13 -3.39 -1.21  0.00
H: 2.29 -4.27 -1.55  0.00
C: -0.88 2.14 5.87  0.00
C: -1.02 0.85 6.34  0.00
C: -1.29 -0.13 5.39  0.00
C: -1.22 0.11 3.99  0.00
C: -0.88 1.45 3.49  0.00
C: -0.90 2.44 4.48  0.00
N: -1.53 -1.05 3.04  0.00
O: -2.05 -0.75 1.93  0.00
O: -1.56 -2.22 3.34  0.00
H: -0.92 2.97 6.56  0.00
H: -1.07 0.60 7.39  0.00
H: -1.43 -1.11 5.84  0.00
H: -0.64 1.61 2.45  0.00
H: -0.98 3.50 4.27  0.00

Charge: +3
Multiplicity: 2
HOMO level (spin up / spin down), eV: -15.671 / -15.660


Record 4
C12H10N4O3S2 | wB97M-V/def2-TZVPD

Last column: natural (NBO) charge in e.
Geometry (Å):
N: -2.34 2.91 1.33  -0.80
C: -1.12 2.75 0.77  0.25
N: -0.08 2.33 1.39  -0.33
N: 0.99 2.19 0.62  -0.29
C: 0.79 2.50 -0.61  -0.14
S: 1.97 2.34 -1.86  0.31
C: 3.30 1.53 -0.91  -0.63
C: 2.84 0.47 0.08  0.60
O: 3.44 0.35 1.13  -0.53
C: 1.70 -0.39 -0.30  -0.18
C: 1.41 -0.73 -1.62  -0.18
C: 0.28 -1.49 -1.90  -0.25
C: -0.56 -1.90 -0.88  0.28
C: -0.25 -1.59 0.45  0.13
C: 0.88 -0.85 0.73  -0.19
N: -1.08 -2.07 1.46  -0.61
C: -2.27 -2.67 1.23  0.65
O: -2.96 -3.13 2.11  -0.59
C: -2.70 -2.66 -0.24  -0.16
O: -1.66 -2.64 -1.19  -0.48
S: -0.85 3.04 -0.96  0.30
H: -3.01 3.50 0.86  0.40
H: -2.36 2.90 2.34  0.41
H: 3.85 2.30 -0.37  0.26
H: 3.95 1.08 -1.66  0.25
H: 2.05 -0.43 -2.43  0.22
H: 0.04 -1.77 -2.92  0.23
H: 1.14 -0.59 1.75  0.24
H: -0.77 -1.98 2.42  0.42
H: -3.35 -1.78 -0.37  0.20
H: -3.29 -3.55 -0.44  0.23

SMILES: Nc1nnc(SCC(=O)c2ccc3c(c2)NC(=O)CO3)s1
Multiplicity: 1
HOMO level, eV: -8.398


Record 5
C20H27F2N7O6 | wB97M-V/def2-TZVPD

Last column: natural (NBO) charge in e.
Geometry (Å):
O: -16.65 -9.51 -0.02  -0.58
C: -15.91 -10.38 0.20  1.00
O: -15.28 -10.72 1.32  -0.51
C: -14.56 -11.95 1.26  -0.12
C: -15.04 -12.48 -0.20  0.44
F: -15.94 -13.48 -0.14  -0.34
O: -15.69 -11.35 -0.75  -0.51
H: -13.43 -11.72 1.24  0.20
H: -14.81 -12.60 2.06  0.25
H: -14.25 -12.83 -0.89  0.17
O: -18.63 -8.53 6.39  -0.61
C: -17.99 -8.75 5.40  0.98
O: -16.72 -9.19 5.46  -0.47
C: -16.21 -9.19 4.10  -0.14
C: -17.46 -9.29 3.29  0.43
F: -17.83 -10.57 3.06  -0.34
O: -18.44 -8.66 4.13  -0.48
H: -15.72 -8.22 3.91  0.22
H: -15.53 -9.97 3.84  0.22
H: -17.42 -8.80 2.36  0.19
C: -15.20 -4.02 5.27  -0.73
C: -15.60 -4.91 4.21  0.34
N: -15.81 -5.67 3.38  -0.40
H: -14.29 -4.44 5.64  0.28
H: -15.94 -3.98 6.11  0.25
H: -15.01 -3.01 4.94  0.26
C: -16.00 -14.87 4.87  -0.76
C: -15.04 -14.57 3.90  0.34
N: -14.18 -14.46 3.14  -0.40
H: -16.13 -15.91 5.00  0.26
H: -16.96 -14.58 4.54  0.30
H: -15.86 -14.28 5.82  0.27
C: -20.02 -14.49 1.17  -0.70
C: -19.39 -14.90 2.48  0.32
N: -18.82 -15.17 3.47  -0.38
H: -20.72 -15.28 0.84  0.25
H: -19.22 -14.50 0.50  0.26
H: -20.49 -13.52 1.35  0.26
C: -18.42 -11.16 8.59  -0.72
C: -17.72 -11.60 7.39  0.32
N: -17.32 -11.82 6.33  -0.37
H: -17.65 -11.02 9.36  0.25
H: -19.10 -11.92 8.86  0.25
H: -18.93 -10.25 8.39  0.28
C: -14.96 -4.36 0.19  -0.73
C: -14.11 -5.52 -0.08  0.33
N: -13.38 -6.40 -0.18  -0.39
H: -15.26 -3.86 -0.71  0.27
H: -14.35 -3.72 0.75  0.25
H: -15.82 -4.64 0.80  0.27
C: -17.18 -6.96 -1.88  -0.76
C: -16.61 -5.91 -2.63  0.29
N: -16.29 -5.04 -3.28  -0.34
H: -17.72 -7.69 -2.46  0.26
H: -17.78 -6.70 -1.03  0.26
H: -16.38 -7.58 -1.42  0.28
C: -11.31 -5.84 2.49  -0.74
C: -11.93 -5.02 3.52  0.33
N: -12.47 -4.24 4.21  -0.39
H: -10.51 -5.40 1.88  0.26
H: -12.04 -6.17 1.77  0.29
H: -10.86 -6.63 3.02  0.25

Energy relative to the best compared isomer or geometry (same formula, charge and spin), kcal/mol: 4.2
SMILES: O=C1OC[C@@H](F)O1.O=C1OC[C@@H](F)O1.CC#N.CC#N.CC#N.CC#N.CC#N.CC#N.CC#N
Multiplicity: 1
HOMO level, eV: -10.904


Record 6
C6H53N2O21 | wB97M-V/def2-TZVPD

Last column: Löwdin charge in e.
Geometry (Å):
C: -2.94 1.26 1.28  -0.04
C: -2.03 1.38 0.07  -0.16
N: -0.89 0.53 0.15  -0.03
C: -0.91 -0.84 0.15  0.01
C: 0.35 -1.24 0.10  0.01
N: 1.12 -0.10 0.13  -0.04
C: 0.34 0.94 0.09  -0.05
C: 2.59 -0.07 0.24  0.03
H: -2.59 1.89 2.09  0.06
H: -3.07 0.22 1.58  0.07
H: -3.93 1.62 1.01  0.07
H: -1.71 2.41 -0.09  0.13
H: -2.58 1.14 -0.84  0.12
H: -1.88 -1.29 0.09  0.14
H: 0.79 -2.22 0.05  0.12
H: 0.65 1.97 0.07  0.17
H: 2.89 -0.90 0.88  0.07
H: 2.95 0.88 0.60  0.07
H: 2.93 -0.31 -0.76  0.08
O: 3.64 -2.83 -1.50  -0.08
H: 3.70 -2.84 -0.54  -0.03
H: 4.41 -2.31 -1.80  0.01
O: -3.19 4.07 -3.27  -0.06
H: -2.40 4.47 -3.66  0.04
H: -3.34 3.25 -3.76  -0.01
O: -1.37 -3.57 -1.26  -0.08
H: -2.05 -2.94 -1.60  0.00
H: -1.72 -3.85 -0.40  0.01
O: -4.00 1.22 -4.20  -0.06
H: -3.36 1.51 -4.87  0.07
H: -4.67 0.74 -4.72  0.09
O: -1.26 0.06 -3.96  -0.05
H: -2.15 0.45 -3.85  -0.01
H: -0.62 0.78 -4.01  0.04
O: -5.42 0.10 -1.92  -0.06
H: -5.10 0.82 -2.50  0.01
H: -6.02 0.50 -1.27  0.04
O: -0.95 3.41 2.57  -0.07
H: -0.71 4.26 2.19  0.04
H: -0.10 2.90 2.66  0.00
O: 3.08 2.27 -1.94  -0.08
H: 3.34 2.60 -1.04  0.01
H: 3.62 2.77 -2.57  0.06
O: 1.24 -4.88 0.60  -0.05
H: 1.61 -4.70 -0.28  0.05
H: 1.93 -4.63 1.22  0.01
O: 3.53 3.52 0.55  -0.05
H: 3.15 2.96 1.24  0.00
H: 3.50 4.41 0.93  0.07
O: 4.15 2.58 3.27  -0.07
H: 4.85 2.92 3.85  0.08
H: 4.50 1.73 2.92  0.03
O: 3.94 -3.13 1.34  -0.06
H: 3.57 -2.90 2.21  0.07
H: 4.63 -3.79 1.54  0.09
O: 5.52 -0.78 -1.48  -0.04
H: 5.57 0.13 -1.81  0.06
H: 6.18 -0.84 -0.78  0.06
O: -3.42 -2.06 -2.48  -0.05
H: -2.94 -1.46 -3.07  0.03
H: -4.36 -1.89 -2.64  0.05
O: 1.54 2.06 2.88  -0.08
H: 2.37 2.34 3.34  0.05
H: 1.32 1.18 3.25  0.07
O: -1.74 -0.78 3.83  -0.05
H: -1.38 -0.41 4.65  0.04
H: -2.12 -0.02 3.37  0.00
O: 2.68 0.06 -3.84  -0.06
H: 3.01 0.77 -4.42  0.03
H: 2.71 0.45 -2.95  -0.02
O: -1.57 -3.85 1.98  -0.05
H: -1.43 -4.81 2.04  0.07
H: -0.68 -3.47 2.04  0.04
O: 4.76 -0.18 2.70  -0.05
H: 5.35 -0.42 3.44  0.08
H: 5.02 -0.76 1.97  0.04
O: -4.12 -2.53 2.06  -0.08
H: -3.26 -3.00 2.04  -0.01
H: -4.68 -3.00 1.42  0.03
O: -6.52 1.15 1.34  -0.06
H: -6.51 2.07 1.04  0.04
H: -7.38 0.82 1.05  0.05

Charge: +1
Multiplicity: 1
HOMO level, eV: -12.191


Record 7
C4H9NO2 | wB97M-V/def2-TZVPD

Last column: natural (NBO) charge in e.
Geometry (Å):
C: -0.16 1.51 1.25  -0.62
C: -0.48 0.31 0.38  -0.03
N: -1.78 0.13 -0.26  -0.84
C: 0.80 0.18 -0.59  -0.53
C: 1.20 -1.31 -0.70  0.80
O: 2.27 -1.83 -1.01  -0.59
O: 0.19 -2.20 -0.39  -0.73
H: -0.08 2.43 0.54  0.20
H: -0.89 1.39 2.02  0.23
H: 0.81 1.53 1.67  0.21
H: -0.36 -0.52 1.12  0.19
H: -2.14 0.89 -0.88  0.36
H: -1.82 -0.64 -0.84  0.37
H: 1.57 0.71 -0.13  0.23
H: 0.50 0.57 -1.64  0.24
H: 0.39 -3.16 -0.54  0.51

Energy relative to the best compared isomer or geometry (same formula, charge and spin), kcal/mol: 41.3
SMILES: C[C@@H](N)CC(=O)O
Multiplicity: 1
HOMO level, eV: -9.371


Record 8
C18H24I3N3O8 | wB97M-V/def2-TZVPD

Last column: natural (NBO) charge in e.
Geometry (Å):
C: -0.19 -6.75 0.64  -0.24
O: 0.01 -5.37 0.40  -0.55
C: 0.79 -5.12 -0.74  -0.16
C: 0.93 -3.62 -0.97  0.67
O: 1.42 -3.15 -1.96  -0.59
N: 0.46 -2.88 0.08  -0.66
C: 0.33 -1.49 0.04  0.16
C: 1.44 -0.66 -0.13  -0.12
I: 3.37 -1.49 -0.12  0.20
C: 1.30 0.72 -0.24  -0.20
C: 2.49 1.59 -0.57  0.68
O: 2.70 1.95 -1.71  -0.60
N: 3.20 1.97 0.50  -0.60
C: 4.45 2.69 0.37  -0.25
C: 5.63 1.72 0.38  0.06
O: 5.51 0.94 1.56  -0.74
C: 6.96 2.48 0.40  -0.08
O: 7.09 3.24 1.57  -0.72
C: 0.04 1.28 -0.14  -0.08
I: -0.19 3.37 -0.27  0.20
C: -1.08 0.49 0.08  -0.21
C: -2.42 1.11 0.39  0.69
O: -2.74 1.26 1.56  -0.65
N: -3.18 1.47 -0.65  -0.42
C: -2.86 1.22 -2.03  -0.41
C: -4.44 2.14 -0.37  -0.25
C: -5.49 1.20 0.26  0.06
O: -5.50 1.30 1.66  -0.75
C: -6.91 1.56 -0.21  -0.07
O: -7.22 2.89 0.10  -0.72
C: -0.92 -0.89 0.15  -0.13
I: -2.64 -2.10 0.39  0.18
H: -0.81 -6.82 1.53  0.20
H: 0.76 -7.26 0.81  0.17
H: -0.71 -7.22 -0.20  0.17
H: 1.80 -5.54 -0.63  0.20
H: 0.33 -5.55 -1.64  0.20
H: -0.09 -3.40 0.76  0.44
H: 3.05 1.52 1.39  0.41
H: 4.42 3.22 -0.58  0.24
H: 4.54 3.39 1.19  0.22
H: 5.58 1.07 -0.51  0.18
H: 6.13 0.19 1.51  0.48
H: 7.02 3.17 -0.45  0.19
H: 7.79 1.76 0.32  0.15
H: 6.78 2.69 2.30  0.47
H: -2.75 2.16 -2.57  0.21
H: -1.94 0.66 -2.12  0.23
H: -3.67 0.64 -2.50  0.20
H: -4.82 2.55 -1.31  0.22
H: -4.26 2.96 0.32  0.23
H: -5.27 0.16 -0.05  0.16
H: -4.58 1.25 1.97  0.51
H: -7.61 0.87 0.28  0.17
H: -6.99 1.45 -1.29  0.17
H: -7.05 3.00 1.04  0.48

Energy relative to the best compared isomer or geometry (same formula, charge and spin), kcal/mol: 12.2
SMILES: COCC(=O)Nc1c(I)c(C(=O)NC[C@H](O)CO)c(I)c(C(=O)N(C)C[C@@H](O)CO)c1I
Multiplicity: 1
HOMO level, eV: -9.026